--- P ---
Molecular formula: C6H12N2O3
Method: DFT, ωB97M-V with the def2-TZVPD basis set

Each line ends with the Löwdin charge.
CARTESIAN COORDINATES (ANGSTROEM)
1 C -2.636 -0.633 0.740  -0.07
2 C -1.245 -0.067 0.448  -0.33
3 N -1.393 1.397 0.216  0.03
4 C -0.644 -0.941 -0.627  -0.46
5 O -1.068 -2.082 -0.693  0.07
6 N 0.488 -0.591 -1.300  0.12
7 C 1.724 0.082 -0.771  -0.24
8 C 1.497 1.580 -0.652  -0.05
9 C 1.947 -0.508 0.577  -0.52
10 O 1.719 0.096 1.598  0.12
11 O 2.572 -1.677 0.521  0.15
12 H -3.294 -0.663 -0.115  0.08
13 H -3.183 -0.044 1.515  0.09
14 H -2.456 -1.622 1.077  0.06
15 H -0.610 -0.189 1.382  0.15
16 H -1.270 1.586 -0.813  0.10
17 H -2.232 1.809 0.553  0.05
18 H 0.789 -1.343 -1.924  0.15
19 H 2.518 -0.184 -1.416  0.14
20 H 1.164 2.169 -1.535  0.10
21 H 2.382 2.003 -0.236  0.08
22 H 0.669 1.800 0.022  0.05
23 H 2.561 -1.976 1.433  0.13

LUMO: 0.65 eV
Multiplicity: 1
SMILES: C[C@H](N)C(=O)N[C@@H](C)C(=O)O

=====

--- Q ---
Molecular formula: C6H12N2O3
Method: DFT, ωB97M-V with the def2-TZVPD basis set

Each line ends with the Löwdin charge.
CARTESIAN COORDINATES (ANGSTROEM)
1 C -0.805 1.602 1.421  -0.01
2 N -0.860 0.378 0.643  -0.07
3 C -2.059 -0.160 0.346  -0.47
4 O -3.159 0.162 0.806  0.05
5 N -1.917 -1.131 -0.647  -0.05
6 O -3.079 -1.990 -0.776  0.03
7 C -0.649 -1.598 -0.856  -0.30
8 O -0.389 -1.783 -2.159  0.00
9 C 0.264 -0.105 -0.162  -0.33
10 C 1.463 -0.682 0.698  -0.03
11 C 0.757 0.817 -1.247  -0.03
12 H -0.175 1.427 2.267  0.08
13 H -0.450 2.367 0.854  0.04
14 H -1.954 1.820 1.699  0.15
15 H -3.818 -1.328 -0.735  0.12
16 H -0.317 -2.406 -0.294  0.13
17 H -0.840 -1.031 -2.728  0.17
18 H 2.464 -0.250 0.329  0.08
19 H 1.674 -1.808 0.387  0.10
20 H 1.236 -0.690 1.795  0.08
21 H 0.563 0.360 -2.300  0.10
22 H 1.829 0.936 -1.203  0.06
23 H 0.236 1.784 -1.279  0.09

LUMO: 0.59 eV
Multiplicity: 1
SMILES: CN1C(=O)N(O)[C@@H](O)C1(C)C

=====

P comes first in stability; the runner-up is 254.7 kJ/mol higher.

=====

--- P ---
Molecular formula: C5H9ClFN2
Method: DFT, ωB97M-V with the def2-TZVPD basis set

Each line ends with the Löwdin charge.
CARTESIAN COORDINATES (ANGSTROEM)
1 C 0.594 -0.338 0.377  -0.28
2 H -1.267 0.611 0.631  0.13
3 Cl -0.624 -2.126 2.005  -0.19
4 C -0.731 0.163 -0.227  -0.46
5 C 1.130 0.314 1.623  -0.13
6 H 1.390 1.381 1.429  0.09
7 H 0.324 0.520 2.339  0.06
8 H 2.015 -0.241 1.958  0.09
9 C 1.142 -1.549 -0.232  -0.30
10 N 1.560 -2.465 -0.798  0.16
11 N -1.443 -0.936 -0.853  0.02
12 H -2.027 -0.620 -1.619  0.06
13 H -2.071 -1.380 -0.180  0.03
14 C -0.522 1.280 -1.243  -0.09
15 H 0.021 2.127 -0.785  0.08
16 H -0.016 0.874 -2.133  0.09
17 H -1.503 1.665 -1.562  0.07
18 F 2.027 0.720 -0.732  -0.42

LUMO: 3.05 eV
Charge: -1
Multiplicity: 1

=====

--- Q ---
Molecular formula: C5H9ClFN2
Method: DFT, ωB97M-V with the def2-TZVPD basis set

Each line ends with the Löwdin charge.
CARTESIAN COORDINATES (ANGSTROEM)
1 C 0.621 -0.549 -0.277  -0.65
2 H -1.224 -0.144 0.598  0.15
3 Cl 2.429 0.236 -0.433  0.47
4 C -0.228 0.369 0.610  -0.48
5 C 0.915 -1.819 0.395  -0.27
6 N 1.184 -2.836 0.870  0.17
7 C 0.117 -0.736 -1.695  -0.11
8 H -0.985 -0.875 -1.617  0.09
9 H 0.244 0.193 -2.265  0.07
10 H 0.631 -1.574 -2.184  0.09
11 C -0.469 1.740 -0.013  -0.08
12 H 0.467 2.311 -0.120  0.06
13 H -0.968 1.647 -0.985  0.07
14 H -1.144 2.304 0.646  0.08
15 N 0.308 0.390 1.958  0.04
16 H -0.427 0.501 2.646  0.08
17 H 1.002 1.121 2.090  0.06
18 F -2.475 -2.279 -0.223  -0.84

LUMO: 3.06 eV
Charge: -1
Multiplicity: 1

=====

Q comes first in stability; the runner-up is 42.6 kJ/mol higher.

=====

--- P ---
Molecular formula: C5H15N3
Method: DFT, ωB97M-V with the def2-TZVPD basis set

Each line ends with the Löwdin charge.
CARTESIAN COORDINATES (ANGSTROEM)
1 C -0.836 0.052 2.557  -0.10
2 C 0.247 0.146 1.487  -0.20
3 C -0.263 0.088 0.029  -0.60
4 N -1.164 1.194 -0.309  0.08
5 N -0.927 -1.179 -0.206  0.09
6 C 0.964 0.175 -0.915  -0.41
7 C 0.549 0.188 -2.392  -0.07
8 N 1.874 -0.911 -0.584  0.03
9 H -1.330 -0.916 2.537  0.06
10 H -0.386 0.176 3.539  0.07
11 H -1.589 0.831 2.437  0.06
12 H 0.789 1.086 1.609  0.11
13 H 0.959 -0.668 1.613  0.10
14 H -1.961 1.197 0.319  0.07
15 H -0.687 2.083 -0.207  0.08
16 H -1.339 -1.167 -1.132  0.08
17 H -1.684 -1.304 0.457  0.07
18 H 1.488 1.115 -0.696  0.14
19 H 0.200 -0.796 -2.697  0.07
20 H -0.245 0.912 -2.551  0.06
21 H 1.402 0.457 -3.013  0.07
22 H 1.344 -1.779 -0.588  0.07
23 H 2.597 -0.980 -1.293  0.07

LUMO: 1.05 eV
Multiplicity: 1
SMILES: CCC(N)(N)[C@H](C)N

=====

--- Q ---
Molecular formula: C5H15N3
Method: DFT, ωB97M-V with the def2-TZVPD basis set

Each line ends with the Löwdin charge.
CARTESIAN COORDINATES (ANGSTROEM)
1 C 2.129 -0.275 -0.205  -0.39
2 C -0.350 0.089 -1.200  -0.28
3 C -0.013 0.800 -0.067  -0.08
4 C -2.207 1.247 0.041  -0.17
5 C -2.752 0.151 0.909  -0.20
6 N 1.739 -1.523 0.427  -0.04
7 N 2.939 0.559 0.648  -0.02
8 N -0.543 -1.228 -1.224  0.10
9 H 2.512 -0.482 -1.210  0.08
10 H -0.466 0.623 -2.136  0.13
11 H 1.560 -1.348 1.413  0.07
12 H 3.915 0.264 0.733  0.06
13 H 2.450 -2.254 0.388  0.07
14 H 2.931 1.525 0.349  0.05
15 H 0.001 -1.751 -0.521  0.08
16 H -0.694 -1.675 -2.114  0.10
17 H 0.013 0.346 0.909  0.08
18 H 0.290 1.828 -0.162  0.08
19 H -2.682 1.346 -0.934  0.05
20 H -2.084 2.216 0.521  0.05
21 H -2.639 -0.828 0.428  0.05
22 H -3.821 0.265 1.139  0.06
23 H -2.229 0.104 1.870  0.06

LUMO (spin up / spin down): 1.05 / 1.04 eV
Multiplicity: 1

=====

--- R ---
Molecular formula: C5H15N3
Method: DFT, ωB97M-V with the def2-TZVPD basis set

Each line ends with the Löwdin charge.
CARTESIAN COORDINATES (ANGSTROEM)
1 C -2.290 -1.387 -0.471  -0.15
2 N -1.473 -0.464 0.303  -0.08
3 C -0.124 -0.038 -0.285  -0.53
4 C 0.680 -1.218 -0.840  -0.05
5 N -0.474 0.893 -1.335  0.06
6 C 0.599 0.731 0.910  -0.37
7 C 2.003 0.256 1.278  -0.08
8 N 0.652 2.195 0.672  0.01
9 H -2.537 -1.001 -1.466  0.07
10 H -3.236 -1.563 0.054  0.08
11 H -1.809 -2.364 -0.575  0.07
12 H -2.005 0.398 0.419  0.10
13 H 0.842 -1.981 -0.071  0.08
14 H 1.656 -0.894 -1.218  0.08
15 H 0.170 -1.710 -1.676  0.07
16 H -0.554 0.415 -2.226  0.07
17 H 0.266 1.598 -1.390  0.07
18 H -0.066 0.559 1.784  0.13
19 H 2.708 0.382 0.451  0.08
20 H 2.388 0.824 2.133  0.08
21 H 1.999 -0.797 1.577  0.08
22 H -0.302 2.487 0.444  0.07
23 H 0.908 2.680 1.529  0.07

LUMO: 1.04 eV
Multiplicity: 1
SMILES: CN[C@@](C)(N)[C@@H](C)N

=====

P comes first in stability; the runner-up is 76.0 kJ/mol higher.

=====

--- P ---
Molecular formula: C5H15N3
Method: DFT, ωB97M-V with the def2-TZVPD basis set

Each line ends with the Löwdin charge.
CARTESIAN COORDINATES (ANGSTROEM)
1 C -0.835 0.547 0.976  -0.40
2 C -0.132 1.887 1.218  -0.10
3 N -1.847 0.535 -0.065  -0.01
4 C 0.605 -0.955 2.119  -0.04
5 N 1.559 -1.309 1.500  0.07
6 H -1.355 0.261 1.889  0.08
7 H -2.648 1.104 0.183  0.07
8 H -1.446 0.834 -0.949  0.04
9 H 1.400 -0.952 0.358  0.04
10 H 0.155 -0.978 3.096  0.09
11 H 0.425 2.201 0.335  0.05
12 H -0.865 2.669 1.442  0.07
13 H 0.564 1.832 2.059  0.06
14 C 0.864 -0.649 -1.027  -0.41
15 C -0.041 -1.807 -1.412  -0.12
16 N 0.556 0.558 -1.816  -0.02
17 H 0.630 0.352 -2.810  0.07
18 H 1.227 1.292 -1.620  0.06
19 H 1.906 -0.955 -1.224  0.10
20 H 0.077 -0.148 0.272  0.09
21 H -1.084 -1.571 -1.198  0.06
22 H 0.050 -2.048 -2.478  0.07
23 H 0.235 -2.701 -0.849  0.07

LUMO: 0.71 eV
Multiplicity: 1

=====

--- Q ---
Molecular formula: C5H15N3
Method: DFT, ωB97M-V with the def2-TZVPD basis set

Each line ends with the Löwdin charge.
CARTESIAN COORDINATES (ANGSTROEM)
1 C 1.726 -1.633 0.757  -0.09
2 C 0.822 -0.525 0.193  -0.38
3 C 0.710 -0.839 -1.295  -0.11
4 C 1.343 0.896 0.409  -0.17
5 N 0.584 0.541 1.533  -0.09
6 N -0.507 0.399 2.367  0.01
7 H 1.865 -1.599 1.834  0.06
8 H 1.317 -2.626 0.570  0.07
9 H 2.729 -1.582 0.331  0.07
10 H 0.292 -1.831 -1.472  0.07
11 H 1.661 -0.805 -1.824  0.08
12 H 0.116 -0.097 -1.820  0.03
13 H 2.401 1.025 0.634  0.11
14 H 0.882 1.634 -0.243  0.09
15 H -1.346 0.785 1.937  0.04
16 H -0.671 -0.565 2.643  0.09
17 C -1.887 1.544 -1.257  -0.08
18 N -1.762 0.137 -0.410  -0.05
19 H -1.460 1.311 -2.228  0.05
20 H -2.925 1.837 -1.430  0.05
21 H -1.291 2.276 -0.720  0.05
22 H -2.346 0.314 0.401  0.02
23 H -2.253 -0.597 -0.910  0.06

LUMO: 0.83 eV
Multiplicity: 1
SMILES: CC1(C)CN1N.CN

=====

P comes first in stability; the runner-up is 102.1 kJ/mol higher.

=====

--- P ---
Molecular formula: C3H14O4
Method: DFT, ωB97M-V with the def2-TZVPD basis set

Each line ends with the Löwdin charge.
CARTESIAN COORDINATES (ANGSTROEM)
1 C -0.879 2.085 4.759  -0.01
2 C -0.457 2.630 3.622  -0.27
3 C 0.811 3.122 3.023  -0.13
4 H -1.975 2.099 4.863  0.06
5 H -0.272 1.827 5.525  0.01
6 H -1.361 2.897 3.035  0.09
7 H 0.680 4.231 2.802  0.09
8 H 1.751 3.063 3.598  0.07
9 H 1.087 2.659 2.022  0.08
10 O -2.738 -0.659 -2.810  -0.09
11 H -3.619 -1.147 -2.849  0.08
12 H -2.122 -1.356 -2.519  0.00
13 O 0.594 -4.056 -2.883  -0.04
14 H 0.381 -3.210 -2.424  -0.02
15 H 0.003 -4.269 -3.519  -0.04
16 O 0.072 -1.644 -1.973  -0.11
17 H -0.489 -1.441 -1.173  0.10
18 H -0.021 -0.843 -2.649  0.15
19 O 3.234 -1.870 -3.419  0.02
20 H 2.911 -2.329 -4.086  -0.05
21 H 2.410 -1.791 -2.945  0.01

LUMO: -0.01 eV
Multiplicity: 1
SMILES: C=CC.O.O.O.O

=====

--- Q ---
Molecular formula: C3H14O4
Method: DFT, ωB97M-V with the def2-TZVPD basis set

Each line ends with the Löwdin charge.
CARTESIAN COORDINATES (ANGSTROEM)
1 C 0.197 -1.520 0.671  -0.05
2 C -0.259 -1.400 -0.768  -0.53
3 C -0.448 -2.778 -1.372  -0.06
4 O -1.413 -0.596 -0.787  -0.05
5 H -0.083 -0.594 1.193  0.07
6 H -0.409 -2.273 1.185  0.08
7 H 1.263 -1.656 0.846  0.09
8 H 0.552 -0.953 -1.356  0.13
9 H 0.525 -3.252 -1.327  0.08
10 H -1.212 -3.348 -0.858  0.08
11 H -0.696 -2.753 -2.431  0.07
12 H -1.768 -0.688 -1.688  0.10
13 O -1.334 2.364 1.197  -0.05
14 H -1.432 1.431 0.969  0.03
15 H -0.960 2.401 2.081  0.05
16 O 0.599 2.167 -0.951  -0.07
17 H -0.232 2.187 -1.436  0.03
18 H 0.340 2.292 -0.027  -0.02
19 O 2.159 2.606 1.681  -0.06
20 H 2.324 3.059 0.844  0.04
21 H 2.288 3.303 2.333  0.04

LUMO: 0.66 eV
Multiplicity: 1
SMILES: CC(C)O.O.O.O

=====

--- R ---
Molecular formula: C3H14O4
Method: DFT, ωB97M-V with the def2-TZVPD basis set

Each line ends with the Löwdin charge.
CARTESIAN COORDINATES (ANGSTROEM)
1 C 1.429 2.165 -1.806  -0.06
2 C 0.786 1.252 -0.790  -0.50
3 C 0.422 1.989 0.482  -0.05
4 O -0.367 0.603 -1.359  -0.07
5 H 2.274 2.695 -1.369  0.08
6 H 0.704 2.899 -2.167  0.08
7 H 1.793 1.597 -2.664  0.08
8 H 1.474 0.440 -0.550  0.14
9 H -0.224 1.388 1.123  0.08
10 H -0.124 2.915 0.247  0.08
11 H 1.303 2.274 1.057  0.09
12 H -0.987 1.288 -1.632  0.10
13 O -0.169 -1.619 0.499  -0.06
14 H -0.625 -2.394 0.139  0.02
15 H -0.229 -0.939 -0.187  0.01
16 O -2.277 -3.531 -0.325  -0.05
17 H -1.844 -4.361 -0.551  0.05
18 H -2.691 -3.691 0.530  0.05
19 O 0.051 -1.881 3.289  -0.08
20 H -0.636 -1.349 3.700  0.02
21 H -0.063 -1.741 2.333  -0.02

LUMO: 0.66 eV
Multiplicity: 1
SMILES: CC(C)O.O.O.O

=====

R comes first in stability; the runner-up is 33.1 kJ/mol higher.

=====

--- P ---
Molecular formula: C8H15NP
Method: DFT, ωB97M-V with the def2-TZVPD basis set

Each line ends with the Löwdin charge.
CARTESIAN COORDINATES (ANGSTROEM)
1 C -2.005 -1.686 0.010  -0.01
2 C -0.751 -0.846 -0.108  -0.22
3 N -0.823 0.609 -0.047  -0.10
4 C -2.058 1.236 0.164  -0.01
5 C 0.210 1.241 -0.368  -0.42
6 C 0.417 2.687 -0.538  -0.03
7 P 1.587 0.087 -0.702  1.05
8 C 2.381 0.392 0.916  -0.27
9 C 0.561 -1.327 -0.289  -0.38
10 C 1.188 -2.667 -0.456  -0.07
11 H -2.026 -1.896 1.113  0.12
12 H -1.957 -2.498 -0.721  0.10
13 H -2.848 -1.155 -0.468  0.08
14 H -2.909 0.813 -0.517  0.14
15 H -2.091 2.269 0.083  0.06
16 H -2.393 1.010 1.303  0.18
17 H -0.383 3.351 -0.168  0.09
18 H 0.618 2.884 -1.591  0.10
19 H 1.497 2.938 -0.045  0.14
20 H 3.355 -0.171 1.157  0.08
21 H 1.601 -0.024 1.596  0.05
22 H 2.633 1.514 1.087  0.07
23 H 2.100 -2.636 0.095  0.07
24 H 1.586 -2.741 -1.485  0.10
25 H 0.507 -3.386 -0.023  0.09

LUMO: -4.02 eV
Charge: +1
Multiplicity: 1
SMILES: CC1=[N+](C)C(C)=P(C)=C1C

=====

--- Q ---
Molecular formula: C8H15NP
Method: DFT, ωB97M-V with the def2-TZVPD basis set

Each line ends with the Löwdin charge.
CARTESIAN COORDINATES (ANGSTROEM)
1 C 1.244 -0.448 1.676  -0.16
2 P -0.319 0.445 1.237  0.86
3 C -1.229 0.910 2.747  -0.16
4 C 0.197 2.055 0.706  -0.21
5 C -1.435 -0.662 0.355  -0.21
6 C -1.464 -1.329 -0.823  -0.12
7 C -0.607 -1.345 -1.923  -0.11
8 N 0.547 -0.825 -2.195  -0.12
9 C 1.724 -0.423 -1.964  0.06
10 C 1.365 -0.879 -3.367  -0.01
11 H 1.574 -0.995 0.768  0.05
12 H 1.089 -1.181 2.443  0.06
13 H 2.107 0.171 1.764  0.05
14 H -1.760 0.070 2.980  0.02
15 H -1.916 1.679 2.487  0.06
16 H -0.643 1.383 3.553  0.09
17 H 0.582 2.157 -0.358  0.08
18 H 0.650 2.476 1.605  0.07
19 H -0.736 2.685 0.611  0.08
20 H -2.330 -0.634 0.943  0.06
21 H -2.433 -1.831 -0.978  0.13
22 H -1.077 -1.688 -2.886  0.15
23 H 2.224 0.288 -1.380  0.09
24 H 1.645 -1.787 -3.908  0.13
25 H 1.000 -0.292 -4.094  0.07

LUMO: -3.90 eV
Charge: +1
Multiplicity: 1
SMILES: CP(C)(C)=C/C=C\[N+]1=CC1

=====

P comes first in stability; the runner-up is 284.1 kJ/mol higher.